# 1
{"formula": "C4H13N2", "method": "ωB97M-V/def2-TZVPD", "elements": ["C", "C", "N", "C", "C", "N", "H", "H", "H", "H", "H", "H", "H", "H", "H", "H", "H", "H", "H"], "positions_angstrom": [[1.967, 1.082, 0.401], [0.561, 0.683, 0.106], [-0.362, 0.581, 1.323], [0.417, -0.572, -0.740], [-0.843, -1.425, -0.476], [-1.987, -0.488, -0.697], [2.422, 1.532, -0.476], [1.971, 1.892, 1.131], [2.656, 0.292, 0.668], [0.107, 1.558, -0.360], [-1.237, 0.304, 0.842], [-0.165, -0.032, 2.113], [-0.464, 1.505, 1.728], [0.230, -0.263, -1.769], [1.336, -1.125, -0.884], [-0.816, -1.955, 0.464], [-0.861, -2.186, -1.258], [-2.061, -0.469, -1.708], [-2.871, -0.915, -0.410]], "forces_ev_per_angstrom": [[0.59, 0.65, 0.32], [-0.06, 0.07, -0.04], [0.17, 0.28, 0.03], [-0.81, -0.17, -1.16], [0.60, 0.23, -1.18], [-0.12, -1.00, 0.69], [-0.21, 0.01, -0.36], [0.23, -0.12, 0.25], [-0.14, -0.35, 0.47], [-0.17, -0.29, -0.36], [-0.54, 0.16, 0.19], [0.44, -0.40, -0.34], [-0.18, 0.24, 0.02], [0.15, 0.48, -0.09], [0.22, -0.37, 0.78], [-0.40, 0.14, 0.50], [0.11, -0.25, 0.25], [-0.15, 0.65, -0.04], [0.27, 0.03, 0.06]], "e_tot_ev": -7332.5527, "lumo_ev": -3.2, "relative_energy_kcal_mol": 21.6, "orbital_gap_ev": 11.3, "charge": 1}

# 2
{"formula": "C44H60BiN3PS2", "method": "ωB97M-V/def2-TZVPD", "elements": ["Bi", "C", "C", "C", "C", "C", "C", "C", "C", "C", "C", "C", "C", "C", "C", "C", "C", "C", "C", "C", "C", "C", "P", "C", "C", "C", "C", "C", "C", "C", "C", "H", "H", "H", "H", "H", "H", "H", "H", "H", "H", "H", "H", "H", "H", "H", "H", "H", "H", "H", "H", "H", "H", "H", "H", "H", "H", "H", "H", "H", "H", "H", "H", "H", "H", "H", "H", "H", "H", "H", "H", "H", "H", "H", "H", "H", "C", "C", "S", "C", "C", "S", "H", "H", "H", "H", "H", "H", "C", "C", "C", "C", "C", "C", "N", "N", "C", "C", "C", "C", "C", "N", "H", "H", "H", "H", "H", "H", "H", "H", "H"], "positions_angstrom": [[-1.796, 0.463, 0.343], [3.431, -0.808, -4.063], [2.124, -0.079, -3.722], [2.400, 1.407, -3.515], [1.459, -0.767, -2.539], [1.962, -0.427, -1.212], [1.474, -0.568, 0.037], [2.484, -0.477, 1.178], [2.843, -1.871, 1.712], [3.789, 0.250, 0.848], [0.049, -0.972, 0.351], [0.058, -2.663, -1.654], [0.645, -1.804, -2.750], [-1.023, -3.574, -2.340], [-2.125, -4.108, -1.431], [-0.386, -4.693, -3.157], [-0.184, -1.363, 1.798], [-0.617, -2.644, 2.153], [-0.599, -3.080, 3.463], [-0.148, -2.237, 4.472], [0.088, -0.910, 4.174], [-0.017, -0.426, 2.863], [-0.459, 1.324, 2.609], [-1.827, 1.636, 3.870], [-1.354, 1.746, 5.332], [-2.581, 2.919, 3.472], [-2.844, 0.488, 3.758], [0.944, 2.557, 2.741], [1.470, 2.751, 1.309], [2.041, 2.096, 3.708], [0.442, 3.926, 3.214], [3.937, -0.321, -4.899], [3.244, -1.846, -4.338], [4.114, -0.795, -3.210], [1.447, -0.194, -4.575], [3.165, 1.570, -2.752], [1.504, 1.947, -3.214], [2.770, 1.851, -4.441], [2.994, -0.097, -1.255], [2.017, 0.065, 1.994], [3.289, -2.474, 0.919], [1.991, -2.422, 2.104], [3.575, -1.772, 2.518], [4.438, -0.357, 0.213], [4.337, 0.432, 1.774], [3.632, 1.208, 0.353], [0.381, -2.053, -3.776], [-1.529, -2.902, -3.040], [-1.784, -4.887, -0.747], [-2.892, -4.570, -2.057], [-2.589, -3.307, -0.862], [0.038, -5.467, -2.517], [0.417, -4.325, -3.801], [-1.139, -5.159, -3.794], [-0.954, -3.283, 1.357], [-0.907, -4.091, 3.698], [-0.052, -2.593, 5.490], [0.315, -0.219, 4.975], [-2.038, 2.400, 5.879], [-0.355, 2.165, 5.437], [-1.369, 0.777, 5.829], [-2.069, 3.827, 3.778], [-3.551, 2.911, 3.973], [-2.768, 2.970, 2.397], [-2.406, -0.502, 3.877], [-3.392, 0.522, 2.813], [-3.586, 0.621, 4.549], [1.613, 1.822, 0.766], [2.427, 3.277, 1.342], [0.768, 3.364, 0.741], [2.429, 1.100, 3.497], [1.689, 2.102, 4.741], [2.876, 2.798, 3.646], [-0.337, 4.326, 2.565], [1.288, 4.617, 3.170], [0.082, 3.917, 4.241], [-3.624, 5.712, -1.140], [-3.981, 4.288, -1.403], [-4.160, 3.043, -0.164], [-4.290, 3.610, -2.519], [-4.396, 4.021, -3.944], [-4.622, 1.987, -1.909], [-3.102, 5.810, -0.188], [-4.511, 6.345, -1.099], [-2.967, 6.097, -1.921], [-4.154, 5.079, -4.048], [-5.408, 3.868, -4.320], [-3.713, 3.448, -4.575], [3.108, -5.294, 0.041], [3.421, -4.419, -0.987], [2.458, -3.559, -1.493], [1.152, -3.539, -0.997], [0.850, -4.464, -0.002], [1.811, -5.316, 0.525], [-0.646, -1.766, -0.680], [-1.658, -0.998, -1.400], [-1.292, 0.058, -2.227], [-1.580, 0.117, -3.604], [-1.493, 1.316, -4.262], [-1.151, 2.491, -3.560], [-0.928, 2.399, -2.218], [-0.977, 1.204, -1.594], [3.856, -5.965, 0.443], [4.420, -4.402, -1.404], [2.736, -2.899, -2.298], [-0.159, -4.565, 0.353], [1.534, -6.017, 1.303], [-1.877, -0.798, -4.099], [-1.699, 1.365, -5.324], [-1.072, 3.445, -4.062], [-0.688, 3.258, -1.603]], "forces_ev_per_angstrom": [[-0.19, -0.19, 0.09], [-0.02, 0.03, -0.03], [0.02, -0.07, -0.02], [0.01, 0.01, 0.03], [0.01, -0.10, -0.05], [0.09, 0.08, 0.05], [-0.18, -0.19, -0.11], [0.05, 0.09, 0.04], [0.02, -0.05, -0.01], [0.02, -0.01, 0.02], [0.16, 0.19, 0.06], [0.13, -0.05, 0.06], [0.04, 0.08, 0.00], [-0.06, 0.17, 0.06], [0.01, -0.14, -0.03], [0.06, -0.02, -0.02], [-0.09, -0.15, 0.02], [0.02, 0.16, -0.06], [-0.03, -0.07, 0.04], [0.01, -0.04, 0.05], [0.02, 0.06, -0.06], [0.04, -0.12, -0.01], [0.10, 0.24, 0.13], [0.07, 0.01, 0.05], [-0.07, 0.02, 0.02], [0.02, 0.01, 0.02], [-0.07, 0.01, -0.01], [0.01, -0.03, 0.10], [0.04, 0.02, 0.05], [0.04, -0.02, 0.00], [0.05, 0.06, -0.04], [-0.01, 0.00, 0.01], [0.00, -0.01, 0.01], [0.01, -0.01, -0.01], [-0.01, 0.03, 0.01], [-0.02, -0.01, 0.00], [-0.03, 0.03, 0.01], [-0.01, -0.01, 0.01], [-0.03, 0.00, -0.01], [0.04, 0.00, 0.00], [-0.02, 0.02, 0.02], [-0.01, 0.02, -0.02], [-0.01, 0.00, -0.01], [-0.02, -0.01, 0.00], [-0.01, 0.00, -0.01], [0.02, 0.01, 0.00], [0.07, -0.01, 0.05], [0.00, -0.04, 0.00], [0.05, 0.03, -0.05], [-0.01, 0.02, 0.02], [-0.02, 0.02, 0.02], [0.00, 0.00, 0.01], [-0.02, -0.03, 0.00], [0.01, 0.00, 0.00], [0.01, -0.05, 0.01], [0.00, 0.01, -0.01], [-0.01, 0.00, -0.01], [0.01, -0.02, -0.02], [-0.02, -0.04, 0.01], [-0.01, 0.03, 0.00], [0.03, 0.00, -0.02], [0.02, -0.02, -0.01], [0.00, 0.00, 0.00], [0.01, 0.00, -0.01], [0.02, 0.01, 0.01], [0.00, -0.01, 0.01], [0.00, 0.00, -0.01], [0.01, -0.04, -0.03], [-0.02, 0.02, 0.00], [-0.02, -0.01, -0.03], [-0.02, 0.04, -0.02], [-0.01, 0.00, -0.01], [0.00, -0.01, 0.01], [0.00, -0.02, 0.01], [-0.01, -0.01, 0.00], [-0.01, 0.00, 0.01], [-0.01, 0.01, -0.02], [-0.03, -0.01, -0.07], [0.03, 0.04, 0.08], [0.07, 0.09, -0.07], [-0.01, 0.01, 0.01], [0.02, -0.10, 0.05], [0.01, 0.00, -0.01], [0.01, 0.00, 0.02], [-0.02, 0.01, -0.01], [0.00, -0.01, 0.01], [0.00, 0.01, -0.01], [-0.01, -0.01, 0.01], [0.02, -0.03, 0.02], [-0.01, 0.01, 0.00], [-0.05, 0.00, 0.02], [-0.04, 0.00, -0.10], [-0.01, 0.01, 0.00], [-0.01, -0.01, 0.01], [-0.11, -0.16, 0.01], [0.13, -0.36, 0.18], [-0.25, -0.04, -0.69], [0.08, -0.04, -0.01], [0.04, 0.08, 0.06], [0.05, -0.13, -0.09], [0.13, 0.02, -0.14], [-0.20, 0.61, 0.34], [0.00, 0.01, 0.00], [-0.01, 0.00, 0.01], [0.01, 0.02, -0.02], [-0.02, -0.01, 0.01], [-0.01, 0.01, 0.00], [0.01, 0.04, -0.03], [-0.02, 0.01, 0.02], [-0.03, 0.00, 0.00], [-0.06, 0.00, 0.00]], "e_tot_ev": -87862.2881, "lumo_ev": -2.9, "relative_energy_kcal_mol": 0.0, "orbital_gap_ev": 6.7, "charge": 1}

# 3
{"formula": "C10H16O", "method": "ωB97M-V/def2-TZVPD", "elements": ["C", "C", "C", "C", "C", "O", "C", "C", "H", "H", "H", "H", "H", "H", "H", "H", "C", "C", "C", "H", "H", "H", "H", "H", "H", "H", "H"], "positions_angstrom": [[-0.925, -2.082, -2.596], [0.096, -1.040, -2.161], [1.496, -1.464, -2.196], [2.534, -0.575, -2.130], [2.086, 0.767, -2.125], [2.944, 1.771, -2.223], [0.710, 1.213, -1.891], [-0.274, 0.238, -2.001], [-0.529, -3.146, -2.319], [-0.930, -1.895, -3.650], [-1.815, -1.941, -2.057], [1.621, -2.548, -2.464], [3.539, -0.777, -1.794], [3.917, 1.559, -2.154], [0.733, 2.197, -1.563], [-1.371, 0.565, -1.907], [-0.587, 1.948, 3.133], [-1.452, 0.626, 2.757], [-1.726, -0.550, 3.739], [0.349, 1.440, 3.633], [-1.203, 2.652, 3.585], [-0.201, 2.346, 2.315], [-2.458, 1.157, 2.511], [-1.388, 0.129, 1.767], [-2.766, -0.959, 3.690], [-1.042, -1.406, 3.532], [-1.360, -0.222, 4.572]], "forces_ev_per_angstrom": [[2.88, -1.41, 1.24], [2.17, -3.33, -0.96], [-2.57, -1.19, -0.66], [-1.55, 1.63, 0.66], [-1.74, -0.31, 1.11], [2.61, 1.68, 0.23], [3.57, -3.17, -1.22], [-1.68, 3.09, 1.13], [-0.77, 1.83, -0.84], [-0.92, -0.65, -0.74], [-1.53, 0.20, 0.15], [0.20, 1.10, 0.83], [0.36, -0.33, -0.79], [-1.75, -0.19, -0.12], [-0.96, 1.81, 0.15], [1.69, -0.77, -0.15], [1.05, -7.05, 2.25], [-3.43, 1.57, -1.83], [-0.58, -1.58, -5.12], [-1.71, 1.86, 0.05], [-0.59, 0.93, 1.64], [1.51, 1.75, -3.96], [0.99, -1.04, 0.77], [1.31, 0.79, 0.20], [0.89, 0.72, 0.44], [-0.44, 0.43, -0.33], [1.02, 1.63, 5.87]], "e_tot_ev": -12673.6640, "lumo_ev": 0.7, "relative_energy_kcal_mol": 93.6, "orbital_gap_ev": 8.7}